[1]
{"formula": "C6H14O3", "method": "ωB97M-V/def2-TZVPD", "lumo_ev": 0.83, "homo_ev": -9.762, "relative_energy_kj_mol": 461.6, "smiles": "CCC=O.C=CC.OO", "species": ["C", "C", "C", "H", "H", "H", "C", "H", "H", "H", "H", "O", "H", "H", "H", "C", "H", "H", "O", "H", "O", "C", "H"], "positions_angstrom": [[1.64, -0.45, -0.54], [1.88, -1.18, 1.83], [-2.00, 1.64, -0.94], [3.47, -0.42, 0.55], [-1.61, 2.66, 0.86], [-1.86, -0.01, -2.28], [-1.21, 2.07, 0.05], [-3.07, 1.67, -0.82], [2.53, -1.70, 2.53], [1.64, -0.20, 2.23], [-0.14, 2.18, -0.11], [-1.31, -1.83, 1.07], [-2.11, -2.32, 1.27], [2.86, -2.03, 0.11], [0.96, -1.75, 1.73], [-1.49, 1.01, -2.19], [-0.40, 1.01, -2.22], [0.68, -1.00, -0.65], [-1.83, -0.60, 0.57], [-1.17, 0.17, 0.75], [1.86, 0.54, -1.20], [2.57, -1.04, 0.47], [-1.87, 1.57, -3.06]], "mulliken_charge": [0.094, -1.007, 0.325, 0.289, 0.317, 0.235, -1.139, 0.318, 0.350, 0.293, 0.311, -0.347, 0.290, 0.287, 0.215, -0.923, 0.201, 0.385, -0.349, 0.370, -0.507, -0.393, 0.385]}

---

[2]
{"formula": "C3H5ClOS2", "method": "ωB97M-V/def2-TZVPD", "lumo_ev": 0.15, "homo_ev": -8.783, "relative_energy_kj_mol": 69.9, "smiles": "C[C@H](Cl)OC(=S)S", "species": ["C", "H", "H", "O", "S", "C", "Cl", "C", "H", "H", "H", "S"], "positions_angstrom": [[-1.40, -0.31, -0.92], [-1.66, 0.10, -0.03], [-1.80, 0.07, -1.79], [0.81, -0.62, -0.07], [2.04, -1.19, 2.19], [0.07, 0.24, -0.99], [0.77, -0.10, -2.64], [1.05, -0.31, 1.18], [0.00, 1.27, -0.81], [-1.31, -1.48, -0.98], [1.01, 1.14, 3.05], [0.43, 1.18, 1.80]], "mulliken_charge": [-1.013, 0.331, 0.419, -0.281, -0.258, -0.058, -0.180, 0.401, 0.395, 0.275, 0.182, -0.213]}

---

[3]
{"formula": "C22H33BF4NO19P", "method": "ωB97M-V/def2-TZVPD", "lumo_ev": 0.15, "homo_ev": -8.667, "smiles": "CN(C)B(O)PC(F)(F)C(F)F.O=C1OCCO1.O=C1OCCO1.O=C1OCCO1.O=C1OCCO1.O=C1OCCO1.O=C1OCCO1", "species": ["F", "O", "B", "H", "O", "O", "C", "O", "C", "F", "O", "C", "C", "H", "C", "O", "O", "H", "H", "H", "O", "H", "C", "O", "C", "C", "O", "H", "H", "H", "H", "H", "C", "C", "H", "C", "C", "O", "H", "H", "H", "H", "H", "H", "O", "H", "H", "H", "O", "H", "H", "C", "C", "F", "C", "H", "F", "H", "H", "O", "H", "O", "O", "C", "P", "C", "C", "C", "N", "H", "H", "H", "H", "C", "O", "H", "H", "O", "C", "O", "C"], "positions_angstrom": [[-0.62, -2.52, -1.20], [-0.09, 0.79, 3.50], [-2.92, -1.78, -2.43], [0.49, 0.74, 0.07], [4.92, -4.93, -1.72], [5.52, -4.80, -3.88], [-5.21, -1.76, -1.59], [-1.32, 0.33, 1.68], [6.37, -6.61, -1.13], [-1.28, -5.15, 0.07], [2.19, -1.41, -1.71], [-7.51, 2.08, -0.70], [-1.20, 0.87, 2.73], [4.50, -1.06, -3.26], [2.41, 5.44, 4.54], [2.33, 3.39, 0.23], [2.56, -1.38, -3.89], [-2.71, -4.21, -3.46], [-6.88, 4.43, -2.67], [7.25, -6.13, -0.71], [2.54, 8.33, 6.33], [2.19, 4.41, 4.80], [-0.21, 1.74, 4.57], [6.36, -6.41, -2.55], [-0.96, -3.70, -1.82], [2.27, 2.01, -0.18], [1.00, 4.68, 1.51], [0.34, 1.99, -1.19], [0.30, 2.66, 4.28], [-5.43, -2.38, -2.47], [-4.92, 2.41, -2.43], [-5.87, 4.29, -1.21], [5.08, -5.93, -0.70], [3.77, -1.88, -3.30], [4.04, -2.16, -1.14], [0.78, 1.75, -0.22], [3.89, 5.77, 4.54], [-2.13, 1.64, 3.32], [2.78, 1.40, 0.56], [-6.45, 2.11, -3.29], [4.17, -2.70, -3.90], [4.45, 5.17, 5.26], [-0.24, -5.73, -1.53], [1.93, 5.68, 3.59], [1.91, 6.31, 5.56], [-2.57, 0.13, -0.63], [-2.02, 2.93, 4.93], [-5.18, -2.40, -0.69], [-6.43, 1.55, -1.31], [-1.36, -0.62, -2.76], [-6.02, -1.04, -1.45], [5.60, -5.33, -2.83], [-6.01, 2.44, -2.35], [0.75, -4.45, -0.36], [-6.56, 3.77, -1.87], [-3.47, -1.10, 0.30], [-0.19, -3.78, -2.97], [2.93, -3.32, -1.90], [4.22, -6.60, -0.74], [3.90, 7.13, 4.99], [5.13, -5.45, 0.27], [-1.96, -1.22, -3.23], [-7.70, 3.36, -1.10], [-1.72, 1.92, 4.66], [-2.82, -3.74, -2.14], [3.30, -2.30, -1.92], [-3.54, -0.38, -0.53], [1.19, 3.68, 0.88], [-3.96, -1.01, -1.78], [4.36, 5.70, 3.56], [0.24, 1.34, 5.47], [-4.28, 0.38, -0.24], [-2.19, 1.20, 5.33], [2.76, 7.36, 5.69], [0.29, 2.69, 0.75], [6.39, -7.68, -0.92], [2.76, 1.90, -1.15], [0.68, -0.46, -3.07], [-0.42, -4.84, -0.93], [-8.19, 1.51, 0.09], [1.72, -1.02, -2.91]], "mulliken_charge": [-0.147, -0.327, 0.640, 0.132, -0.194, -0.507, -1.133, -0.347, -0.330, -0.250, -0.282, 0.596, 0.529, 0.231, 0.130, -0.369, -0.375, 0.022, 0.307, 0.256, -0.523, 0.090, -0.065, -0.353, 0.753, -0.204, -0.569, 0.102, 0.010, 0.398, 0.277, 0.261, -0.364, -0.308, 0.338, 0.105, -0.373, -0.333, 0.285, 0.252, 0.234, 0.270, 0.259, 0.177, -0.344, 0.110, 0.308, 0.345, -0.192, 0.293, 0.147, 0.603, -0.259, -0.253, -0.361, 0.332, -0.278, 0.119, 0.266, -0.334, 0.299, -0.629, -0.352, -0.406, -0.422, -0.005, -0.904, 0.543, 0.446, 0.294, 0.360, 0.256, 0.271, 0.626, -0.289, 0.301, 0.250, -0.552, 0.057, -0.521, 0.577]}

---

[4]
{"formula": "C5H8O2", "method": "ωB97M-V/def2-TZVPD", "lumo_ev": [0.80, 0.34], "homo_ev": [-7.848, -7.638], "relative_energy_kj_mol": 569.3, "species": ["C", "H", "C", "H", "H", "C", "C", "O", "H", "H", "H", "O", "H", "C", "H"], "positions_angstrom": [[0.27, 1.94, 0.57], [0.29, 0.00, -1.83], [0.79, -0.73, 0.00], [2.01, -2.52, -0.02], [-0.63, -1.41, -1.42], [-0.21, -0.49, -1.00], [-1.24, 0.52, -0.44], [-0.12, 2.23, 1.86], [2.19, -1.44, 1.30], [1.03, 2.55, 0.27], [-0.71, 1.58, 2.43], [-0.68, 1.78, -0.44], [-1.59, -0.07, 0.47], [1.72, -1.50, 0.40], [-2.10, 0.64, -1.11]], "mulliken_charge": [-0.108, 0.223, 0.114, 0.239, 0.378, -0.386, -0.339, -0.524, 0.296, 0.350, 0.347, -0.330, 0.217, -0.825, 0.347]}

---

[5]
{"formula": "C14H22Cl2FI3NO3", "method": "ωB97M-V/def2-TZVPD", "lumo_ev": -3.64, "homo_ev": -12.311, "charge": 1, "relative_energy_kj_mol": 280.9, "species": ["O", "C", "C", "C", "H", "O", "H", "H", "H", "H", "C", "H", "H", "C", "C", "C", "H", "H", "H", "H", "H", "H", "H", "H", "O", "I", "H", "Cl", "C", "H", "H", "I", "F", "C", "C", "Cl", "H", "H", "C", "H", "I", "C", "C", "C", "H", "N"], "positions_angstrom": [[0.52, -0.24, -1.47], [-3.88, -4.08, -0.64], [-0.40, -1.25, -0.99], [-2.41, 0.96, 1.56], [-1.15, -1.51, -1.80], [3.49, 1.27, 0.06], [-5.09, 2.88, 0.52], [3.52, 2.92, -1.21], [0.95, 2.86, -1.79], [-1.29, 1.74, -1.44], [4.76, 1.61, 0.57], [5.81, -0.18, -0.34], [2.41, -3.15, 0.30], [1.79, -2.20, 0.22], [0.58, 0.91, -0.61], [-0.89, 1.50, -0.39], [-4.06, 1.86, -0.61], [1.48, -1.85, 1.26], [-0.13, -3.35, -0.19], [2.42, -1.37, -0.24], [2.53, 3.21, 0.29], [-4.18, -3.99, -1.68], [6.88, 1.05, 0.50], [-2.60, 0.36, -0.44], [4.95, 2.74, 1.04], [-4.52, 2.20, 3.58], [1.98, 1.44, -2.28], [-4.30, -2.59, 0.21], [2.79, 2.42, -0.47], [-4.40, -4.92, -0.17], [5.87, -0.17, 1.49], [-1.36, 0.74, 3.48], [1.04, -3.02, -1.96], [-1.17, -0.86, 0.36], [0.51, -2.56, -0.70], [-2.14, -4.40, -0.58], [-0.42, -0.93, 1.20], [1.06, 0.72, 0.41], [1.53, 1.98, -1.37], [-5.45, 1.05, 0.37], [-0.73, 3.41, 0.64], [-3.70, 1.57, 1.64], [-4.62, 1.84, 0.38], [5.90, 0.49, 0.57], [-2.03, -1.62, 0.46], [-1.85, 0.50, 0.27]], "mulliken_charge": [-0.443, -0.384, 0.008, -0.646, 0.327, -0.181, 0.416, 0.439, 0.438, 0.483, 0.554, 0.281, 0.408, -1.068, 0.925, -0.932, 0.282, 0.253, 0.020, 0.184, 0.203, 0.304, 0.318, 0.542, -0.525, 0.128, 0.318, -0.102, -0.509, 0.384, 0.271, 0.200, -0.359, -0.682, 0.497, -0.089, 0.526, 0.349, -1.156, 0.314, 0.199, 0.217, -1.113, -0.921, -0.386, 0.708]}

---

[6]
{"formula": "C4H12CsO2", "method": "ωB97M-V/def2-TZVPD", "lumo_ev": -3.06, "homo_ev": -14.164, "charge": 1, "relative_energy_kj_mol": 486.8, "species": ["C", "H", "H", "Cs", "H", "H", "C", "O", "H", "H", "H", "C", "H", "H", "O", "C", "H", "H", "H"], "positions_angstrom": [[-12.60, -25.11, -10.12], [-12.41, -27.83, -6.31], [-13.98, -26.73, -9.96], [-14.08, -26.37, -6.58], [-11.26, -30.06, -6.72], [-12.56, -26.86, -8.91], [-13.29, -26.17, -9.33], [-13.96, -25.35, -8.43], [-11.41, -29.07, -8.15], [-11.82, -24.71, -9.48], [-14.55, -29.25, -7.75], [-11.98, -29.65, -7.42], [-12.51, -30.45, -7.93], [-13.10, -24.17, -10.37], [-14.12, -28.47, -7.39], [-12.92, -28.74, -6.62], [-14.65, -24.90, -8.92], [-12.12, -25.38, -11.05], [-13.10, -29.40, -5.76]], "mulliken_charge": [-1.216, 0.495, 0.241, 0.899, 0.362, 0.163, 0.209, -0.640, 0.276, 0.311, 0.242, -1.174, 0.332, 0.337, -0.460, -0.346, 0.319, 0.345, 0.304]}

---

[7]
{"formula": "C20H18N6O4S2", "method": "ωB97M-V/def2-TZVPD", "lumo_ev": -0.39, "homo_ev": -8.247, "relative_energy_kj_mol": 2168.4, "species": ["C", "C", "H", "H", "S", "C", "C", "O", "C", "H", "C", "H", "N", "H", "N", "N", "C", "C", "H", "C", "C", "C", "H", "H", "C", "H", "C", "H", "C", "H", "H", "C", "C", "C", "N", "H", "H", "N", "O", "O", "C", "S", "C", "H", "O", "N", "H", "H", "H", "C"], "positions_angstrom": [[2.78, 2.23, -2.00], [-2.46, -3.43, -1.06], [-1.18, -0.84, -2.73], [4.90, -1.68, 1.81], [2.77, -2.10, 1.21], [-2.37, 0.40, -1.12], [-2.62, 3.17, 1.51], [-3.18, -0.38, -1.48], [-1.30, -1.95, 0.24], [4.55, -0.97, 0.24], [3.28, 1.40, -0.02], [-2.13, -3.97, -2.07], [2.65, -1.25, -1.60], [-0.93, 0.43, 3.28], [0.83, -1.16, -0.54], [-1.23, 0.73, -1.53], [4.28, -0.93, 1.18], [-1.25, -0.30, 2.62], [-1.99, 3.88, 2.02], [-3.83, 2.63, 1.44], [2.04, -1.29, -0.35], [-0.16, -0.21, 1.40], [-0.59, 1.32, -1.26], [-0.28, 0.21, -3.35], [-2.69, 1.61, -0.18], [-3.00, -1.02, 3.04], [0.74, -0.66, -1.81], [-4.49, 3.16, 2.00], [-2.36, -2.01, 1.05], [-4.77, 1.05, 0.40], [2.24, 2.76, -3.06], [-2.33, -1.05, 2.33], [3.86, 0.15, 1.90], [-0.51, -0.22, -2.63], [1.92, -1.05, -2.52], [4.68, 1.14, -2.75], [0.64, 0.45, 1.56], [3.28, 1.08, 1.30], [-1.90, 2.52, 0.42], [4.00, 0.29, 3.24], [3.95, 1.50, -2.30], [1.97, 2.43, -0.73], [-0.29, -1.06, 0.34], [2.77, 2.01, 2.15], [-1.18, -2.64, -0.84], [4.25, 1.29, -0.83], [-3.47, -2.67, -1.26], [-2.75, -4.07, -0.47], [-3.14, -2.58, 1.13], [-4.00, 1.66, 0.69]], "mulliken_charge": [0.232, -1.212, 0.780, 0.409, -0.067, 0.927, -0.397, -0.599, 1.312, 0.623, 0.507, 0.250, -0.179, 0.529, 1.043, -0.313, -0.936, -0.671, 0.455, -0.479, -0.024, -0.111, 0.291, 1.067, 0.381, 0.690, 0.992, 0.562, -0.796, 0.705, 0.169, -1.296, 0.521, -2.538, -0.778, 0.663, 0.450, -0.129, -0.271, -0.761, -0.896, -0.204, -0.966, 0.463, -0.378, -0.582, 0.263, 0.712, 0.851, -1.267]}

---

[8]
{"formula": "C23H45Cl3N2O4PSiV", "method": "ωB97M-V/def2-TZVPD", "multiplicity": 3, "lumo_ev": [0.21, 0.21], "homo_ev": [-8.122, -8.271], "relative_energy_kj_mol": 0.0, "species": ["O", "H", "C", "H", "Cl", "C", "H", "H", "H", "H", "H", "C", "C", "Cl", "H", "H", "C", "C", "C", "H", "H", "V", "C", "H", "H", "H", "C", "H", "O", "H", "C", "H", "P", "C", "C", "C", "H", "H", "H", "C", "H", "H", "H", "C", "C", "H", "N", "H", "H", "H", "C", "Cl", "H", "H", "H", "H", "Si", "C", "C", "H", "H", "H", "H", "H", "C", "H", "H", "H", "C", "C", "H", "N", "C", "H", "H", "O", "H", "H", "O", "H"], "positions_angstrom": [[1.81, -1.36, -1.07], [5.22, -5.80, 1.37], [1.08, -2.51, 1.52], [-0.27, 0.35, 1.03], [-1.56, 1.37, -2.50], [2.76, -4.76, -0.73], [3.93, 0.13, 0.39], [0.92, 1.18, 0.00], [-2.14, 4.18, -0.34], [0.54, 5.74, -2.12], [3.27, 0.22, 2.03], [4.42, -3.02, -0.45], [2.99, -2.00, -3.08], [-4.64, 0.11, -0.66], [-6.72, 3.03, 2.42], [-2.57, -2.90, 4.39], [-0.43, 5.37, -1.76], [2.10, -1.18, -3.96], [3.19, -3.44, -0.97], [-3.39, -1.34, 1.37], [1.82, -5.06, -1.20], [-2.56, 0.96, -0.32], [-1.20, 3.59, -0.34], [3.12, -6.62, 0.27], [4.10, -1.28, 1.50], [-5.62, 5.43, 1.62], [-6.02, 3.29, -0.48], [1.27, -0.78, -3.36], [-3.64, 2.59, 0.56], [-6.55, 2.33, -0.52], [2.32, -2.50, -1.82], [-0.91, 6.11, -1.11], [-4.93, 3.27, 0.93], [4.94, -1.84, -4.67], [-1.47, -0.48, 4.03], [3.52, -5.62, 0.07], [-3.95, 5.49, 0.89], [6.09, -3.52, 0.84], [-4.17, 4.84, 2.54], [-5.73, 2.55, 2.36], [4.54, -2.33, -5.59], [-6.71, 4.12, -0.39], [1.68, -1.77, -4.79], [-4.63, 4.93, 1.55], [5.16, -3.88, 0.38], [-5.81, 1.46, 2.25], [-0.17, 4.17, -0.98], [1.19, 1.09, 1.77], [-0.48, -0.28, 3.58], [-1.95, 0.47, 4.28], [0.96, 3.35, -1.41], [-1.62, -1.16, -0.66], [-5.42, 3.39, -1.38], [6.00, -2.14, -4.61], [-1.32, -1.08, 4.93], [0.16, -2.89, 1.06], [1.73, -1.03, 0.58], [4.69, -5.16, 0.68], [4.26, -2.30, -3.42], [0.85, -2.22, 2.55], [-1.61, -3.24, 2.93], [-1.08, 5.16, -2.61], [4.87, -2.94, -2.79], [-3.38, -3.01, 2.79], [-2.78, -0.70, 2.03], [1.35, 2.80, -0.56], [1.80, -3.33, 1.56], [2.65, -0.35, -4.43], [3.44, -0.46, 1.18], [-2.48, -2.69, 3.33], [4.83, -2.03, -0.70], [-2.32, -1.26, 3.14], [0.80, 0.54, 0.89], [1.40, -3.02, -2.12], [-5.13, 2.77, 3.25], [-2.52, 0.50, 1.72], [0.65, 2.66, -2.22], [1.72, 4.05, -1.79], [-1.14, 2.45, 0.18], [4.90, -0.74, -4.82]], "mulliken_charge": [-0.259, 0.401, -0.880, -0.570, -0.586, -0.295, 0.240, -0.929, -0.055, 0.320, 0.436, -0.106, 0.415, -0.526, 0.407, 0.344, -0.937, -1.535, 0.062, 0.432, 0.342, 0.581, 0.383, 0.371, 0.348, 0.417, -1.147, 0.261, -0.167, 0.350, 0.214, 0.326, 0.898, -1.446, -0.790, -0.617, 0.314, 0.380, 0.337, -1.171, 0.302, 0.442, 0.271, -1.214, -0.883, 0.253, 0.200, 0.416, 0.129, 0.245, -0.838, -0.366, 0.287, 0.368, 0.385, 0.234, 0.185, -0.481, 0.094, 0.484, 0.285, 0.327, 0.358, 0.319, -0.030, 0.356, 0.375, 0.398, -1.245, -0.858, 0.669, 0.337, 0.734, 0.292, 0.364, -0.483, 0.251, 0.440, -0.273, 0.310]}

---

no.,F_max (eV/A),calculated total energy (hartree),molar mass (g mol⁻¹)
1,2.43,-462.5752,134.2
2,5.33,-1449.0617,156.7
3,1.10,-3108.2033,733.3
4,3.74,-345.5881,100.1
5,4.63,-2740.0765,723.0
6,10.25,-329.8385,225.0
7,17.77,-2198.0569,470.5
8,1.72,-4269.5416,630.0